(1)
The following is a quantum chemistry calculation of a cluster of 2 separate species, C2H6N4 in total in a non-equilibrium geometry, from the OMol25 dataset.

Energy in Ha: -298.54070
Frontier orbital gap (spin up / spin down) in eV: 6.9 / 6.2
LUMO energy (spin up / spin down) in eV: 0.960 / -3.561
HOMO energy (spin up / spin down) in eV: -5.95 / -9.80
Relative energy (zero: lowest compared OMol25 entry of this formula, charge and spin) in eV: 2.0258

ORCA input file:
```
! RIJCOSX wB97M-V def2-TZVPD def2/J DEFGRID3
* xyz 0 3
C -0.145 0.725 -0.391
C -1.030 1.967 -0.518
N 1.945 -2.217 2.562
N 1.469 -2.341 1.564
N -0.191 -0.535 -0.696
N 1.198 -2.708 0.484
H 0.660 1.063 0.236
H -1.371 2.063 -1.574
H -0.546 2.905 -0.162
H -1.941 1.765 -0.103
H -1.017 -0.703 -1.267
H 0.970 -1.984 -0.135
*
```

Table of Löwdin atomic charges, one value per atom, all in e: -0.3290, -0.0900, 0.1795, -0.3295, 0.0888, 0.1051, 0.0868, 0.0791, 0.0925, 0.0206, 0.0982, -0.0020

(2)
The following is a quantum chemistry calculation of a cluster of 2 separate species, C2H6N4 in total in a non-equilibrium geometry, from the OMol25 dataset.

Energy in Ha: -298.10241
Frontier orbital gap in eV: 12.2
LUMO energy in eV: -8.501
HOMO energy in eV: -20.72
Relative energy (zero: lowest compared OMol25 entry of this formula, charge and spin) in eV: 0.8974

ORCA input file:
```
! RIJCOSX wB97M-V def2-TZVPD def2/J DEFGRID3
* xyz 2 1
C 0.485 -0.750 -1.522
C -0.649 0.583 1.445
N -0.718 0.511 0.269
N 0.276 -1.736 -0.939
N 0.937 0.248 -2.142
N -0.410 0.544 2.667
H -1.407 0.883 -0.371
H -0.118 -2.657 -0.868
H 1.779 0.148 -2.720
H 0.457 1.140 -2.232
H 0.197 1.239 3.119
H -0.829 -0.153 3.295
*
```

Table of Löwdin atomic charges, one value per atom, all in e: -0.1948, -0.0933, 0.2905, 0.3640, 0.2556, 0.3006, 0.1613, 0.1627, 0.1924, 0.1632, 0.1985, 0.1992

(3)
The following is a quantum chemistry calculation of a cluster of 2 separate species, C2H6N4 in total in a non-equilibrium geometry, from the OMol25 dataset.

Energy in Ha: -298.09371
Frontier orbital gap in eV: 12.5
LUMO energy in eV: -8.464
HOMO energy in eV: -20.94
Relative energy (zero: lowest compared OMol25 entry of this formula, charge and spin) in eV: 1.1343

ORCA input file:
```
! RIJCOSX wB97M-V def2-TZVPD def2/J DEFGRID3
* xyz 2 1
C -0.653 -1.724 1.054
C 0.945 1.477 -0.939
N 0.973 0.506 -0.295
N -0.325 -0.920 1.800
N -1.093 -2.410 0.143
N 0.740 2.638 -1.299
H 1.646 -0.107 0.157
H -0.716 -0.470 2.618
H -1.258 -3.393 0.294
H -1.157 -1.870 -0.708
H 0.418 2.985 -2.247
H 0.481 3.286 -0.578
*
```

Table of Löwdin atomic charges, one value per atom, all in e: -0.1920, -0.1354, 0.3199, 0.3376, 0.3006, 0.2786, 0.1528, 0.1715, 0.1891, 0.1785, 0.2224, 0.1764

(4)
The following is a quantum chemistry calculation of a structure of composition C2H6N4O in a non-equilibrium geometry, from the OMol25 dataset.

Energy in Ha: -373.87459
Frontier orbital gap in eV: 8.8
LUMO energy in eV: 0.783
HOMO energy in eV: -8.03
Relative energy (zero: lowest compared OMol25 entry of this formula, charge and spin) in eV: 6.4160

ORCA input file:
```
! RIJCOSX wB97M-V def2-TZVPD def2/J DEFGRID3
* xyz 0 1
C 0.341 -0.708 -0.065
C -1.127 -1.029 -0.462
N 0.189 1.720 0.839
N 1.095 0.262 -0.802
N 0.775 1.511 -0.364
N -0.057 0.575 1.324
O -0.420 0.256 2.409
H 0.890 -1.515 0.423
H -1.581 -1.622 0.300
H -1.049 -1.525 -1.496
H -1.742 -0.172 -0.533
H 2.107 -0.044 -0.533
H 0.578 2.290 -1.041
*
```

Table of Löwdin atomic charges, one value per atom, all in e: -0.1406, -0.0589, 0.0698, -0.0625, -0.1520, -0.2812, -0.0279, 0.1253, 0.0604, 0.1060, 0.0534, 0.1552, 0.1531

(5)
The following is a quantum chemistry calculation of the molecule C2H6N4O in a non-equilibrium geometry, from the OMol25 dataset.

Energy in Ha: -373.84001
SMILES: C/N=N/N=[N+](/C)[O-]
Frontier orbital gap (spin up / spin down) in eV: 8.1 / 8.0
LUMO energy (spin up / spin down) in eV: -0.325 / -0.229
HOMO energy (spin up / spin down) in eV: -8.47 / -8.23
Relative energy (zero: lowest compared OMol25 entry of this formula, charge and spin) in eV: 7.3569

ORCA input file:
```
! RIJCOSX wB97M-V def2-TZVPD def2/J DEFGRID3
* xyz 0 1
C -2.445 -0.207 -0.027
C 2.394 -0.260 0.187
N -0.587 1.019 0.461
N 0.588 1.251 0.451
N -1.321 0.496 -0.396
N 1.286 0.422 -0.464
O 0.554 -0.213 -1.287
H -3.251 0.426 0.338
H -2.728 -0.787 -0.810
H -2.346 -1.007 0.693
H 2.881 0.564 0.582
H 1.944 -1.026 0.864
H 3.030 -0.677 -0.594
*
```

Table of Löwdin atomic charges, one value per atom, all in e: -0.1192, -0.0241, -0.0540, 0.0554, -0.0080, -0.2970, -0.0396, 0.0980, 0.0465, 0.0825, 0.0567, 0.1112, 0.0914

(6)
The following is a quantum chemistry calculation of a cluster of 2 separate species, C2H6N4O in total in a non-equilibrium geometry, from the OMol25 dataset.

Energy in Ha: -373.91096
SMILES: C=C=N.NNN=O
Frontier orbital gap in eV: 9.1
LUMO energy in eV: 0.704
HOMO energy in eV: -8.43
Relative energy (zero: lowest compared OMol25 entry of this formula, charge and spin) in eV: 5.4262

ORCA input file:
```
! RIJCOSX wB97M-V def2-TZVPD def2/J DEFGRID3
* xyz 0 1
N 1.987 -1.692 -0.536
N -2.085 -0.090 0.891
C 2.333 -0.548 -0.714
N -2.787 1.096 0.737
C 2.883 0.608 -0.922
N -1.352 -0.553 -0.065
O -0.861 -1.669 0.121
H 1.018 -1.951 -0.371
H -2.280 -0.620 1.750
H -2.428 1.819 1.361
H -2.675 1.399 -0.228
H 3.253 1.204 -0.108
H 2.993 0.998 -1.916
*
```

Table of Löwdin atomic charges, one value per atom, all in e: 0.1600, -0.1159, -0.2968, 0.0381, -0.0327, -0.0964, -0.1082, 0.0249, 0.1673, 0.0882, 0.0895, 0.0405, 0.0415

(7)
The following is a quantum chemistry calculation of the molecule C2H6N4O2 in a non-equilibrium geometry, from the OMol25 dataset.

Energy in Ha: -449.16455
SMILES: N/N=C\ONC(N)=O
Frontier orbital gap in eV: 9.9
LUMO energy in eV: 0.634
HOMO energy in eV: -9.23
Relative energy (zero: lowest compared OMol25 entry of this formula, charge and spin) in eV: 4.2620

ORCA input file:
```
! RIJCOSX wB97M-V def2-TZVPD def2/J DEFGRID3
* xyz 0 1
C -1.019 -0.742 0.111
C 1.286 0.397 -1.014
H -1.098 -0.497 3.266
H -0.765 0.681 2.017
H -0.821 -1.242 -0.964
H 0.800 0.320 1.134
H -0.339 0.732 -2.177
H 0.989 0.410 -3.172
N -0.663 -0.380 2.308
N -1.166 -1.218 1.324
N 0.545 0.659 0.157
N 0.634 0.170 -2.174
O -0.845 0.609 -0.024
O 2.463 0.102 -0.791
*
```

Table of Löwdin atomic charges, one value per atom, all in e: -0.2428, -0.6107, 0.1154, 0.1284, 0.1684, 0.1509, 0.1614, 0.1603, -0.0473, -0.0198, 0.0309, 0.1171, -0.1469, 0.0347

(8)
The following is a quantum chemistry calculation of the molecule C2H6N4S in a non-equilibrium geometry, from the OMol25 dataset.

Energy in Ha: -696.91806
SMILES: [H]/N=C(\C=N/S)NN
Frontier orbital gap in eV: 9.7
LUMO energy in eV: 0.505
HOMO energy in eV: -9.20
Relative energy (zero: lowest compared OMol25 entry of this formula, charge and spin) in eV: 2.9390

ORCA input file:
```
! RIJCOSX wB97M-V def2-TZVPD def2/J DEFGRID3
* xyz 0 1
C 0.401 -0.433 -0.132
C 0.523 -0.256 1.441
H -0.578 0.369 -2.554
H -0.192 -1.237 -2.227
H -1.624 -0.119 -0.179
H 2.208 -1.128 -0.368
H 1.381 -0.979 1.820
H -0.988 2.797 2.229
N -0.847 -0.521 -1.993
N -0.815 -0.183 -0.660
N 1.380 -0.871 -0.797
N 0.025 0.663 2.165
S -0.873 1.897 1.254
*
```

Table of Löwdin atomic charges, one value per atom, all in e: -0.4669, -0.2236, 0.1306, 0.0492, 0.0556, 0.0175, 0.1407, -0.1624, -0.0003, -0.1013, 0.1295, -0.3028, 0.7343

(9)
The following is a quantum chemistry calculation of the molecule C2H6N4S in a non-equilibrium geometry, from the OMol25 dataset.

Energy in Ha: -696.97465
SMILES: [H]/N=C(NS)/C(N)=N\[H]
Frontier orbital gap in eV: 10.0
LUMO energy in eV: 0.607
HOMO energy in eV: -9.40
Relative energy (zero: lowest compared OMol25 entry of this formula, charge and spin) in eV: 1.3989

ORCA input file:
```
! RIJCOSX wB97M-V def2-TZVPD def2/J DEFGRID3
* xyz 0 1
C 0.493 0.038 -0.972
C -0.049 -0.314 0.461
H 1.385 -1.910 -1.213
H 1.275 -0.868 -2.672
H 0.267 1.998 -1.035
H 0.212 -1.445 2.029
H -1.077 1.237 -0.132
H -1.422 1.207 2.931
N 0.869 -1.084 -1.741
N 0.552 1.222 -1.582
N 0.490 -1.295 1.053
N -0.926 0.700 0.806
S -2.069 0.513 2.066
*
```

Table of Löwdin atomic charges, one value per atom, all in e: -0.3864, -0.4875, 0.1385, 0.0967, 0.0032, 0.0456, 0.1154, -0.1822, 0.0603, 0.0860, 0.1291, -0.4061, 0.7873

(10)
The following is a quantum chemistry calculation of the molecule C2H6N4S in a non-equilibrium geometry, from the OMol25 dataset.

Energy in Ha: -696.92889
SMILES: [H]/N=C\NS/C=N\N
Frontier orbital gap in eV: 9.2
LUMO energy in eV: 0.497
HOMO energy in eV: -8.69
Relative energy (zero: lowest compared OMol25 entry of this formula, charge and spin) in eV: 2.6443

ORCA input file:
```
! RIJCOSX wB97M-V def2-TZVPD def2/J DEFGRID3
* xyz 0 1
C 1.281 -1.199 0.096
C -1.644 0.455 0.295
H 2.271 1.737 0.039
H 0.512 1.405 -0.331
H 1.976 -2.076 0.153
H -1.375 -1.312 1.428
H -2.209 0.901 1.111
H -1.182 0.526 -1.589
N 1.519 1.097 -0.258
N 1.980 -0.070 0.066
N -1.377 -0.974 0.415
N -1.512 1.105 -0.766
S -0.242 -1.595 -0.659
*
```

Table of Löwdin atomic charges, one value per atom, all in e: -0.5170, -0.3799, 0.1132, 0.0811, 0.0533, 0.1130, 0.1093, 0.0439, 0.0105, -0.1270, -0.3841, 0.0233, 0.8604

(11)
The following is a quantum chemistry calculation of the molecule C2H6N4S in a non-equilibrium geometry, from the OMol25 dataset.

Energy in Ha: -696.95619
SMILES: [H]/N=C(/N)S/C(N)=N\[H]
Frontier orbital gap in eV: 10.0
LUMO energy in eV: 0.421
HOMO energy in eV: -9.59
Relative energy (zero: lowest compared OMol25 entry of this formula, charge and spin) in eV: 1.9013

ORCA input file:
```
! RIJCOSX wB97M-V def2-TZVPD def2/J DEFGRID3
* xyz 0 1
C 1.333 0.093 0.679
C -1.325 -0.247 -0.490
H 1.717 -1.229 1.985
H 0.030 -0.557 2.083
H 2.879 1.175 0.246
H -2.357 1.399 -0.817
H -3.310 0.140 -0.869
H -0.510 -1.910 -0.046
N 0.868 -1.108 1.361
N 2.552 0.466 1.030
N -2.389 0.454 -1.162
N -1.422 -1.456 -0.321
S 0.265 0.838 -0.630
*
```

Table of Löwdin atomic charges, one value per atom, all in e: -0.8091, -0.7315, 0.0843, 0.2001, 0.0744, 0.0422, 0.0855, 0.0571, -0.0335, 0.0248, 0.0292, 0.0903, 0.8863

(12)
The following is a quantum chemistry calculation of the molecule C2H6N4S in a non-equilibrium geometry, from the OMol25 dataset.

Energy in Ha: -696.77489
Frontier orbital gap (spin up / spin down) in eV: 6.5 / 6.5
LUMO energy (spin up / spin down) in eV: -1.352 / -1.359
HOMO energy (spin up / spin down) in eV: -7.82 / -7.83
Relative energy (zero: lowest compared OMol25 entry of this formula, charge and spin) in eV: 6.8348

ORCA input file:
```
! RIJCOSX wB97M-V def2-TZVPD def2/J DEFGRID3
* xyz 0 1
C -1.557 0.307 0.545
C -1.158 -0.941 -0.346
N 3.007 1.102 0.014
N 2.351 0.068 -0.198
N -0.600 1.283 0.505
N 1.177 -0.218 -0.086
S 0.458 -1.645 0.230
H -2.547 0.419 -0.027
H -1.823 0.033 1.569
H -1.908 -1.877 -0.192
H -1.073 -0.717 -1.385
H 4.050 0.899 -0.114
H -0.377 1.287 -0.515
*
```

Table of Löwdin atomic charges, one value per atom, all in e: -0.4440, -0.4475, 0.0514, -0.2199, 0.0440, -0.3999, 0.9010, 0.1368, 0.0985, 0.1193, 0.0498, 0.0756, 0.0349